A cluster of 7 separate species, C20H41NO27S6 in total in a non-equilibrium geometry, computed with ωB97M-V with the def2-TZVPD basis set.

Geometry as XYZ:
```
95
Properties=species:S:1:pos:R:3:forces:R:3:mulliken_charge:R:1
C 0.40319 -1.40059 -0.96485 -0.9 0.5 -0.2 -1.55
C -0.63706 -0.34683 -1.26274 0.3 -0.1 0.2 -0.38
C -0.10963 1.06012 -1.25468 -0.5 -0.4 -0.4 -0.37
C -1.11736 1.95794 -1.95544 1.1 0.5 0.4 -0.70
N -1.58557 3.06512 -1.15465 0.0 1.2 -0.8 -0.38
O -2.99828 3.18035 -1.15098 1.4 1.0 -0.8 -0.32
C -3.56913 2.34699 -0.31839 -0.3 0.5 -0.2 0.75
O -3.01013 1.62958 0.42676 1.4 -1.9 1.8 -0.54
O -4.85074 2.48415 -0.44058 -1.9 0.2 -0.4 -0.44
C -5.60208 1.34603 -0.01363 -0.5 0.1 -0.5 -0.30
C -5.39031 0.11625 -0.84893 -0.5 0.0 0.0 0.11
C -6.47405 -0.12206 -1.88413 0.9 -0.1 0.0 -1.41
H 0.07523 -2.30929 -1.40769 0.0 -1.0 -0.3 0.38
H 0.44808 -1.53964 0.08666 0.5 -0.2 1.0 0.30
H 1.35046 -1.13077 -1.37716 0.8 0.1 -0.2 0.42
H -1.45129 -0.40358 -0.56433 -0.6 -0.2 0.3 0.20
H -1.04516 -0.50302 -2.24284 -0.3 -0.3 -0.7 0.43
H 0.15101 1.38092 -0.26507 0.0 0.3 0.7 0.50
H 0.79230 1.01935 -1.82078 0.9 0.3 -0.5 0.34
H -1.90613 1.36436 -2.35299 -1.0 -0.4 0.0 0.44
H -0.62604 2.37374 -2.81022 0.3 0.4 -0.8 0.15
H -1.19977 3.08388 -0.22774 -0.5 -0.3 0.5 0.37
H -6.61951 1.62355 -0.14309 -0.9 0.6 -0.1 0.45
H -5.50104 1.15506 1.02185 0.7 0.0 1.1 0.19
H -5.40039 -0.70457 -0.16984 0.2 -0.8 0.6 0.32
H -4.43385 0.11152 -1.32598 0.8 0.0 -0.2 -0.10
H -7.41300 0.30793 -1.62169 -0.7 0.3 0.2 0.36
H -6.57941 -1.17166 -2.03055 -0.4 -0.9 -0.1 0.39
H -6.15204 0.25347 -2.82675 0.0 0.6 -0.9 0.37
O 2.68752 -5.31539 -1.12050 0.1 0.0 -0.7 -0.54
S 1.82089 -5.14399 -0.02130 0.4 0.5 0.7 1.08
O 0.41669 -5.26517 -0.15200 -0.4 -0.1 -0.2 -0.58
O 2.16797 -3.73830 0.67616 0.3 -0.5 0.4 -0.05
C 2.51669 -3.97045 2.06913 -0.6 -0.1 0.2 0.17
C 3.09792 -5.36262 2.09771 0.4 0.1 0.0 -0.28
O 2.29682 -6.09407 1.15939 -0.4 -0.1 0.2 -0.37
H 1.60220 -3.92352 2.65914 -0.1 0.0 0.0 -0.24
H 3.21350 -3.22374 2.42154 0.1 0.2 -0.3 0.39
H 3.03864 -5.82053 3.08067 -0.3 -0.1 0.0 0.34
H 4.12445 -5.37527 1.75396 0.1 0.0 0.0 0.24
O 5.28840 -3.50453 1.41397 -0.1 -0.4 0.0 -0.54
S 6.02314 -2.71578 0.49248 0.4 0.7 0.7 1.11
O 5.94661 -2.91703 -0.89634 -0.3 -0.1 -0.6 -0.58
O 7.54714 -2.75436 0.95099 0.1 -0.2 0.1 -0.33
C 8.03487 -1.43698 1.22333 0.2 0.3 -0.3 -0.30
C 6.81561 -0.68591 1.68928 -0.3 -0.1 0.3 -0.29
O 5.74280 -1.17824 0.84156 0.6 0.1 -0.1 -0.26
H 8.44336 -1.01221 0.30589 0.0 0.0 0.0 0.29
H 8.81099 -1.48087 1.98043 0.0 -0.2 0.1 0.32
H 6.92724 0.38790 1.58122 -0.2 0.0 -0.2 0.20
H 6.57099 -0.92884 2.72600 0.0 0.0 0.0 0.29
O -0.02926 -5.26697 5.07980 0.3 -0.5 0.1 -0.54
S -0.49867 -3.94172 5.20136 -0.6 0.3 -0.6 1.10
O 0.05578 -3.03135 6.12444 0.4 0.3 0.4 -0.56
O -2.08219 -3.98490 5.39178 0.0 -0.2 -0.2 -0.31
C -2.73436 -3.23157 4.35840 -0.1 0.4 0.0 -0.35
C -1.80322 -3.33086 3.17233 -0.1 -0.4 -0.2 -0.27
O -0.48997 -3.25448 3.75141 -0.1 0.2 0.3 -0.27
H -2.84051 -2.20061 4.69990 0.0 0.0 0.0 0.30
H -3.71519 -3.64939 4.15585 0.0 -0.2 0.1 0.31
H -1.94487 -2.52601 2.45803 0.2 0.1 0.0 0.24
H -1.89743 -4.29090 2.66205 0.0 0.0 0.0 0.30
O 1.71707 -0.68313 -5.45949 0.4 -0.7 0.2 -0.56
S 1.25899 0.64124 -5.34439 -0.6 0.2 -0.3 1.11
O 1.84558 1.57047 -4.45700 0.4 0.3 0.4 -0.52
O -0.31831 0.60130 -5.07966 -0.1 -0.1 -0.3 -0.21
C -1.00772 1.34401 -6.09825 -0.1 0.4 0.1 -0.35
C -0.12385 1.22529 -7.31757 -0.1 -0.4 -0.2 -0.38
O 1.20973 1.30458 -6.79343 -0.2 0.3 0.0 -0.32
H -1.09993 2.37965 -5.76571 0.0 0.0 0.0 0.27
H -1.99611 0.92545 -6.25834 0.0 -0.2 0.1 0.34
H -0.29115 2.01939 -8.03760 0.2 0.1 0.0 0.30
H -0.24321 0.25734 -7.80696 0.0 0.0 0.0 0.31
O 7.68514 1.67961 -0.86813 0.2 -0.5 0.2 -0.49
S 7.28449 3.01249 -0.61386 -0.3 0.1 -0.2 1.10
O 7.89236 3.78523 0.39872 0.4 0.2 0.3 -0.56
O 5.71119 3.01539 -0.38777 -0.2 -0.2 -0.2 -0.29
C 5.07698 3.90494 -1.31587 0.1 0.5 0.1 -0.30
C 5.98099 3.88513 -2.52658 -0.1 -0.3 -0.2 -0.34
O 7.31031 3.83956 -1.97146 -0.2 0.2 0.1 -0.31
H 5.02999 4.89846 -0.86491 0.0 0.0 0.0 0.28
H 4.08012 3.55876 -1.53615 -0.2 -0.3 0.0 0.33
H 5.86765 4.76465 -3.15112 0.2 0.1 0.0 0.31
H 5.82561 2.98839 -3.12677 0.0 0.0 0.0 0.28
O -7.50273 1.47538 4.89273 0.0 -0.5 0.3 -0.54
S -7.71764 2.45040 3.89646 0.4 0.5 0.0 1.05
O -8.84997 2.41705 3.05723 -0.5 -0.1 -0.2 -0.54
O -6.39728 2.54398 2.99865 0.1 0.0 0.2 -0.19
C -5.88135 3.88298 3.00278 -0.1 0.3 -0.3 -0.27
C -6.30210 4.44049 4.34302 0.3 -0.1 0.3 -0.41
O -7.61697 3.90424 4.54998 0.0 0.1 -0.3 -0.32
H -6.33811 4.43102 2.17707 0.0 0.0 0.0 0.26
H -4.80344 3.86702 2.87419 0.0 -0.2 0.0 0.33
H -6.33404 5.52493 4.35569 -0.2 0.0 0.0 0.32
H -5.65508 4.08472 5.14690 0.0 0.0 0.0 0.31
```
Forces are in eV/Å.

Calculated values
charge = 0
lowest unoccupied orbital energy = 0.199 eV
SMILES = CCCCNOC(=O)OCCC.O=S1(=O)OCCO1.O=S1(=O)OCCO1.O=S1(=O)OCCO1.O=S1(=O)OCCO1.O=S1(=O)OCCO1.O=S1(=O)OCCO1